The following is a quantum chemistry calculation of C36H25N8O9PtS as an isolated structure at a distorted geometry, from the Open Molecules 2025 dataset.

The geometry in XYZ format:
```
80
Properties=species:S:1:pos:R:3:lowdin_spin:R:1
C 1.35 -2.87 -1.11 0.004
C 3.31 4.07 3.88 0.076
C -1.71 -3.15 0.79 0.001
H -3.79 2.77 -2.83 0.001
H -0.89 -1.67 -4.02 0.000
C -2.22 2.44 -1.42 0.009
O 0.77 1.16 -2.08 -0.009
C -4.79 -1.42 0.72 0.003
H -2.12 -3.00 -0.20 0.000
O 3.09 -2.69 0.35 0.002
C -3.48 -0.89 -1.24 0.001
C 1.66 3.90 1.63 0.151
H -2.80 4.94 -3.61 0.000
C 0.81 -3.78 -1.99 0.003
C -5.70 -1.77 -1.47 -0.001
O -1.05 0.59 -3.08 0.080
C -2.33 4.36 -2.83 -0.004
O -1.39 -3.90 -4.74 0.000
C 2.69 2.87 3.61 0.035
C -4.53 -1.29 -2.04 0.000
C -5.83 -1.84 -0.09 0.001
N 2.16 -3.37 -0.02 0.000
C -1.17 4.82 -2.22 0.008
N -0.01 0.29 -2.52 0.019
O 1.29 -0.59 2.82 0.049
S -2.27 -0.47 1.27 0.022
C 4.15 -0.35 1.79 0.005
H -0.25 -3.68 4.33 0.000
N 1.15 1.64 2.23 0.351
H 3.97 4.15 4.73 0.003
N 0.93 3.65 0.53 0.300
C 1.75 0.40 2.30 0.040
H 3.92 2.03 -1.18 0.001
H -4.44 -1.22 -3.12 0.000
C -1.21 -2.31 3.00 0.000
C -0.26 -2.00 -3.20 0.002
H -0.71 5.76 -2.48 0.001
H 6.04 0.76 -0.79 0.001
C -0.60 4.04 -1.22 0.009
C 1.14 -1.46 -1.23 0.012
N -1.11 2.87 -0.86 0.152
H -4.88 -1.47 1.79 0.000
O 1.83 -4.43 0.45 -0.001
C 0.55 4.57 -0.41 0.036
C -0.63 -4.56 2.41 0.001
N -1.11 -0.01 0.24 0.196
N -0.58 -4.31 -3.94 0.000
H -2.57 -0.53 -1.69 0.001
H -0.52 -0.82 0.09 0.003
H 2.85 2.00 4.22 0.000
C 1.83 2.77 2.50 0.139
C 0.00 -3.35 -3.03 0.000
C -3.62 -0.96 0.14 0.015
H 2.15 5.96 1.31 -0.002
C 3.05 0.43 1.52 0.019
C 5.20 0.65 -0.12 0.007
N 3.01 1.27 0.48 0.134
C -1.72 -2.13 1.73 0.002
H -1.16 -5.18 0.43 0.000
C 2.29 5.11 1.96 0.009
O 1.54 -0.65 -0.36 0.089
C 3.09 5.19 3.07 0.110
C 4.04 1.37 -0.33 0.012
C 5.26 -0.23 0.96 0.000
O -0.23 -5.46 -3.81 0.000
H 4.13 -1.05 2.61 0.001
H -2.62 1.50 -1.07 0.001
H 1.01 -4.84 -1.87 0.000
C -2.88 3.16 -2.41 0.009
H 3.57 6.12 3.31 0.005
O 0.99 5.69 -0.55 0.077
H -0.17 -5.50 2.65 0.000
Pt 0.63 1.51 0.13 1.805
C 0.31 -1.07 -2.35 0.001
H -6.51 -2.10 -2.10 0.000
H -6.74 -2.20 0.35 0.000
H 6.13 -0.83 1.13 0.000
H -1.22 -1.49 3.71 0.000
C -1.17 -4.38 1.14 0.000
C -0.66 -3.54 3.34 0.001
```

Output
LUMO (alpha / beta)   -3.94 / -5.32 eV
Frontier orbital gap (alpha / beta)   7.03 / 6.23 eV
Multiplicity   5
Charge   +1

The following is a quantum chemistry calculation of one molecule with the formula C16H17N7O at a distorted geometry, from the Open Molecules 2025 dataset.

The geometry in XYZ format:
```
41
Properties=species:S:1:pos:R:3:nbo_charge:R:1
H 5.59 1.95 2.09 0.382
H -4.68 0.96 -1.69 0.212
C 4.92 -0.07 2.43 -0.104
H 3.79 -1.16 0.88 0.235
H 5.75 -0.60 2.04 0.216
C 3.24 -1.76 4.10 -0.226
N -2.30 0.26 -1.42 -0.610
C -3.17 -0.35 -2.46 -0.062
H -6.15 0.66 -3.49 0.215
N -0.56 1.47 0.86 -0.337
C -1.67 -0.46 -0.43 0.639
H -1.40 2.05 0.95 0.413
C 4.19 -0.82 4.70 -0.227
C -4.55 1.10 -5.44 0.425
H -4.98 -0.79 -1.42 0.237
H 1.05 -1.26 0.29 0.225
C -2.93 0.26 -3.82 -0.201
H -2.52 1.29 -3.71 0.187
C 5.02 -0.06 3.93 -0.165
N -4.77 1.81 -6.36 -0.379
H 4.22 -0.84 5.78 0.214
N 0.64 1.77 1.44 -0.216
C -0.59 0.21 0.30 0.013
C -5.31 -0.08 -3.46 -0.203
H -2.20 -0.31 -4.39 0.216
O -1.97 -1.63 -0.26 -0.592
C -4.60 -0.04 -2.12 -0.416
H -3.02 -1.43 -2.56 0.238
N 3.59 1.75 1.66 -0.143
N 4.86 1.29 1.87 -0.453
H -5.74 -1.04 -3.63 0.199
N -4.26 0.24 -4.44 -0.475
C 3.01 -1.71 2.74 -0.151
C 2.88 0.65 1.63 0.149
H -1.91 1.18 -1.64 0.395
H 2.30 -2.36 2.25 0.210
C 1.45 0.75 1.26 0.098
C 0.68 -0.29 0.58 -0.269
H 2.76 -2.54 4.71 0.221
H 5.70 0.61 4.41 0.208
C 3.63 -0.66 1.85 -0.318
```

Output
LUMO   0.44 eV
Frontier orbital gap   8.51 eV
Structure (SMILES)   N#CN1CC[C@H](NC(=O)c2cc(C3=NN[C@H]4C=CC=C[C@@H]34)n[nH]2)C1
Multiplicity   1

The following is a quantum chemistry calculation of a 3-piece molecular cluster, C4H7NO overall, from the Open Molecules 2025 dataset.

The geometry in XYZ format:
```
13
Properties=species:S:1:pos:R:3:nbo_charge:R:1
H -0.77 1.71 -0.51 0.199
H -0.48 -0.38 -2.21 0.199
N 0.81 -1.12 -0.71 -0.462
H 0.09 -0.92 1.25 0.022
C -0.71 0.67 -0.16 0.023
C 1.37 0.03 -0.08 -0.029
C -0.05 -0.24 -1.21 0.090
H 0.65 1.33 1.57 0.239
H 2.43 0.21 -0.21 0.233
O -2.01 0.30 0.20 -0.698
C 0.45 0.56 0.83 -0.356
H 0.17 -1.60 0.58 0.066
H -1.96 -0.55 0.65 0.475
```

Output
LUMO   0.53 eV
Frontier orbital gap   9.52 eV
Multiplicity   1

Q: Among the records above, which one has the highest multiplicity?
A: C36H25N8O9PtS